Record 1
The following is a DFT calculation (wB97M-V/def2-TZVPD) of a cluster of 10 separate species, C5H29NO10 in total.

Last column: Mulliken charge in e.
Atoms and positions in Å:
C  -2.97678  0.38271  0.84978  -0.877
C  -3.15942  -1.07832  1.12866  -0.435
C  -2.92262  -1.98896  -0.09905  -0.634
C  -1.45615  -2.56096  -0.01147  -0.747
C  -0.30646  -1.64895  0.10940  0.513
N  0.09200  -0.97620  -1.03721  -0.128
O  0.45615  -1.46450  1.04875  -0.643
H  -2.32441  0.92377  1.52372  0.191
H  -3.89000  0.98530  1.01184  0.458
H  -2.54190  0.60353  -0.14008  0.138
H  -2.68694  -1.46882  1.98872  0.466
H  -4.22757  -1.10808  1.46415  0.338
H  -3.67185  -2.78143  -0.11812  0.357
H  -3.12387  -1.45250  -1.00514  0.227
H  -1.44361  -3.32572  0.78957  0.306
H  -1.33163  -3.09389  -0.99488  0.364
H  0.84592  -0.29516  -1.11711  0.055
H  -0.29096  -0.97111  -1.97470  0.184
O  2.59349  -2.38558  2.50022  -0.695
H  1.66278  -2.37308  2.25710  0.436
H  2.94459  -1.59898  2.04903  0.263
O  1.71826  3.11962  1.14379  -0.711
H  1.08932  3.64101  0.64227  0.310
H  1.36258  2.63387  1.88816  0.304
O  -0.14667  0.86481  2.57684  -0.648
H  -1.06203  0.68484  2.30158  0.112
H  0.34485  0.01817  2.55177  0.362
O  -2.45305  0.40816  -3.53307  -0.583
H  -3.20984  0.46172  -2.94121  0.289
H  -2.45167  1.26504  -3.96775  0.299
O  -1.39849  3.41633  -0.65603  -0.611
H  -1.08739  3.03699  -1.48007  0.332
H  -0.83515  3.14229  0.07158  0.239
O  0.27112  1.91540  -3.35435  -0.579
H  0.46696  1.25756  -4.01936  0.276
H  0.85070  1.87690  -2.58691  0.379
O  2.53792  0.13830  1.51940  -0.563
H  2.22386  0.78962  2.15257  0.211
H  3.50370  0.20095  1.40186  0.330
O  3.41895  -2.10599  -0.66354  -0.659
H  3.15387  -2.33022  0.26037  0.428
H  2.91087  -1.29614  -0.79605  0.316
O  2.00581  1.64244  -1.13441  -0.699
H  1.94689  1.87308  -0.16378  0.431
H  2.83902  2.12858  -1.32991  0.299

Its HOMO energy is -10.217 eV. Its SMILES is CCCCC(N)=O.O.O.O.O.O.O.O.O.O. The total charge is 0.

***

Record 2
The following is a DFT calculation (wB97M-V/def2-TZVPD) of a cluster of 2 separate species, C6H9NO in total.

Last column: Mulliken charge in e.
Atoms and positions in Å:
N  -0.22872  -1.95426  -1.68097  -0.431
C  -0.23262  -0.73654  -1.08754  0.915
C  -1.14556  -0.53092  -0.01162  -0.302
C  -1.17269  0.68727  0.60065  -0.754
C  -0.28334  1.67555  0.14247  -0.382
C  0.81645  1.35110  -0.68142  -0.352
C  0.85799  0.15842  -1.33119  -0.408
H  0.64506  -2.20378  -2.13507  0.291
H  -0.41095  -2.72531  -1.04299  0.312
H  -1.93734  -1.25971  0.09897  0.447
H  -2.03398  0.97934  1.18390  0.456
H  -0.21856  2.61564  0.66401  0.400
H  1.62808  2.06003  -0.78594  0.411
H  1.64765  -0.14120  -2.00852  0.379
H  1.20110  -0.25819  2.13915  0.306
H  0.23564  0.57704  3.02002  0.324
O  0.63180  -0.29448  2.91608  -0.611

Its HOMO energy (spin up / spin down) is -14.368 / -14.603 eV. The total charge is +1. Its spin multiplicity is 2.

***

Record 3
The following is a DFT calculation (wB97M-V/def2-TZVPD) of a structure of composition C11H23N3O2S2SbSe4Ti.

Last column: Mulliken charge in e.
Atoms and positions in Å:
Ti  0.00000  0.00000  0.00000  -0.291
O  -1.73155  0.81074  -0.43362  -0.392
N  -2.49010  0.30943  -1.47432  0.331
C  -3.81530  0.64190  -1.59107  -0.135
C  -4.57627  0.09917  -2.69107  -0.772
C  -3.96375  -0.71567  -3.56816  -0.181
C  -2.55214  -1.03921  -3.40092  -0.732
C  -1.82383  -0.53475  -2.36903  0.196
S  -0.11879  -0.89423  -2.12274  -0.312
H  -4.22136  1.30200  -0.84063  0.437
H  -5.61795  0.36541  -2.77592  0.366
H  -4.48508  -1.14875  -4.40820  0.351
H  -2.08419  -1.69677  -4.12035  0.419
Se  3.64981  -3.11868  -2.19248  -0.765
Sb  3.21005  -1.95935  -0.20171  0.690
Se  0.82888  -2.36284  0.50643  -0.659
Se  2.41896  0.36989  -0.73374  -0.521
Se  4.90946  -2.06552  1.74324  -0.828
C  -0.63695  -0.09637  4.77113  -1.747
C  -1.36042  0.91991  3.87130  1.312
C  -1.13336  2.32997  4.45106  -1.940
C  -2.87374  0.64218  3.86172  -1.908
N  -0.79985  0.94305  2.50091  0.226
N  -0.96658  -0.29574  1.78245  -0.233
H  -0.97970  -0.01236  5.80909  0.446
H  0.44671  0.06860  4.76840  0.390
H  -0.82151  -1.12857  4.45439  0.378
H  -1.53356  2.40789  5.46876  0.500
H  -1.62854  3.09701  3.84353  0.548
H  -0.06641  2.57841  4.49856  0.345
H  -3.29873  0.75668  4.86582  0.461
H  -3.10180  -0.37673  3.53054  0.375
H  -3.40209  1.33849  3.20014  0.329
H  0.18559  1.22595  2.53161  0.402
H  -1.97046  -0.47323  1.56414  0.118
H  -0.51251  -1.10707  2.25748  0.270
C  1.83286  3.02970  1.51731  -0.974
S  0.33963  2.18571  0.94186  1.303
C  -0.82275  3.41029  1.59152  -1.155
O  0.31233  2.28723  -0.55444  -0.679
H  1.88033  4.03519  1.09251  0.358
H  2.70407  2.45691  1.19088  0.347
H  1.82381  3.08323  2.60841  0.242
H  -0.73931  3.45072  2.68007  0.095
H  -1.83630  3.10766  1.31782  0.280
H  -0.60942  4.39208  1.16204  0.534
H  1.11288  -0.02855  1.36396  0.173

Its HOMO energy (spin up / spin down) is -0.054 / -0.057 eV. The total charge is -2. Its spin multiplicity is 2.

***

Record 4
The following is a DFT calculation (wB97M-V/def2-TZVPD) of a structure of composition C40H45N3OP2SSe2Sr.

Last column: Mulliken charge in e.
Atoms and positions in Å:
Sr  -0.22856  0.71046  -0.45331  2.423
C  -2.55772  -0.66086  -1.54479  1.116
C  -1.54919  -0.29975  -2.53249  -0.907
C  -0.85899  -1.52218  -2.84191  1.417
C  -1.36931  -2.54196  -2.05808  0.391
C  -2.42728  -2.00951  -1.25978  0.841
C  -3.20183  -2.80417  -0.24516  -1.582
C  -0.89594  -3.96872  -2.00883  -1.511
C  0.24094  -1.65771  -3.85885  -1.904
C  -1.84341  0.73580  -3.60612  -1.650
C  -3.66577  0.25429  -1.08684  -1.821
H  -2.55813  -3.12729  0.57947  0.224
H  -3.63487  -3.70150  -0.69459  0.374
H  -4.01575  -2.21439  0.17639  0.401
H  -0.29113  -4.16480  -1.11438  0.093
H  -0.28938  -4.20995  -2.88298  0.363
H  -1.74090  -4.66023  -1.98707  0.443
H  1.07287  -2.25636  -3.47490  0.330
H  0.63084  -0.67618  -4.13649  0.277
H  -0.11600  -2.14200  -4.77336  0.388
H  -2.37038  1.60219  -3.19704  0.346
H  -2.48515  0.30122  -4.38131  0.346
H  -0.93679  1.09792  -4.10077  0.346
H  -3.88077  0.11966  -0.02782  0.454
H  -4.58494  0.07184  -1.65285  0.288
H  -3.40047  1.30703  -1.22656  0.180
Se  -1.31185  4.83490  5.57116  -0.303
P  -2.34006  3.05011  5.13789  1.207
C  -2.21397  1.77990  6.43113  0.100
C  -2.88425  0.56934  6.25496  -0.463
C  -2.85800  -0.37835  7.26527  -0.772
C  -2.15958  -0.12251  8.43886  -0.461
C  -1.47248  1.07146  8.59999  -0.644
C  -1.49885  2.02775  7.59377  -0.332
C  -4.11151  3.42000  4.97368  0.474
C  -5.02546  3.09621  5.96846  -0.508
C  -6.33804  3.53420  5.86642  -0.701
C  -6.73649  4.29965  4.78291  -0.486
C  -5.82064  4.63214  3.79298  -0.721
C  -4.51069  4.19924  3.89119  -0.303
C  -1.93946  2.17971  3.61317  1.240
C  -0.81469  2.05639  2.78101  -1.169
N  -1.19934  1.25303  1.75723  0.098
N  -2.46556  0.91358  1.94916  -0.636
N  -2.92300  1.44729  3.04770  -0.470
P  0.86079  2.67707  2.89822  0.387
Se  2.24843  1.68430  1.63763  -0.540
C  0.81856  4.44254  2.50533  0.696
C  -0.36590  5.07522  2.14576  0.010
C  -0.36032  6.42750  1.84460  -0.735
C  0.82344  7.14691  1.90275  -0.560
C  2.01267  6.51103  2.23202  -0.794
C  2.01464  5.15567  2.51819  -0.450
C  1.37576  2.38047  4.61051  0.298
C  2.06726  3.30502  5.38130  -0.050
C  2.50483  2.94891  6.64697  -0.701
C  2.25526  1.67825  7.14483  -0.609
C  1.56650  0.75308  6.37356  -0.667
C  1.13435  1.10020  5.10486  -0.346
H  -3.41626  0.38146  5.32910  0.482
H  -3.38292  -1.31662  7.13944  0.412
H  -2.15613  -0.86017  9.23178  0.401
H  -0.91736  1.26123  9.50972  0.424
H  -0.96923  2.96632  7.70576  0.332
H  -4.71553  2.51270  6.82513  0.336
H  -7.05024  3.28290  6.64208  0.391
H  -7.76120  4.64095  4.71020  0.370
H  -6.12889  5.23956  2.95175  0.411
H  -3.78765  4.47793  3.13398  0.210
H  -1.28848  4.51183  2.10715  0.198
H  -1.28650  6.91915  1.57711  0.428
H  0.81801  8.20757  1.68640  0.395
H  2.94044  7.06762  2.25651  0.409
H  2.94138  4.63717  2.73367  0.494
H  2.24062  4.30456  5.00829  0.491
H  3.03735  3.67407  7.24889  0.412
H  2.59179  1.41287  8.13903  0.419
H  1.36689  -0.23985  6.75574  0.433
H  0.60507  0.38162  4.48924  0.333
C  4.05957  -1.56305  -2.38144  -1.139
C  3.83992  -1.55884  -0.87479  -0.551
S  2.10768  -2.00254  -0.51827  0.415
O  1.37478  -0.71235  -0.75129  -0.997
C  2.26570  -2.13169  1.29422  -0.254
C  2.63480  -3.55290  1.69013  -1.198
H  5.02338  -1.12085  -2.63024  0.400
H  3.28030  -0.97912  -2.87366  0.228
H  4.03553  -2.57737  -2.77893  0.329
H  3.95574  -0.55920  -0.45230  0.193
H  4.49722  -2.26112  -0.36092  0.486
H  1.28832  -1.84491  1.68374  0.256
H  2.99448  -1.39201  1.62198  0.291
H  1.84020  -4.25009  1.42418  0.294
H  2.79310  -3.61654  2.76592  0.407
H  3.55339  -3.87896  1.19850  0.301

Its HOMO energy is -6.233 eV. The total charge is 0.

***

Record 5
The following is a DFT calculation (wB97M-V/def2-TZVPD) of a structure of composition C3H5Cl2F.

Last column: Mulliken charge in e.
Atoms and positions in Å:
C  0.41492  -1.08540  -0.83267  -0.944
C  0.24560  -0.33265  0.40178  0.289
C  -0.16370  1.08047  0.28696  -0.145
H  0.03645  -2.38016  -0.64719  0.289
H  1.43789  -0.82360  -1.21061  0.286
H  -0.39464  -0.30115  -1.54343  0.280
H  1.07992  -0.14731  1.22903  0.300
H  0.63975  1.82402  0.26755  0.289
F  -1.04552  1.31369  -0.79514  -0.300
Cl  -1.24507  -1.01708  1.29101  -0.209
Cl  -1.00562  1.86917  1.55269  -0.136

Its HOMO energy is -10.447 eV. The total charge is 0.

***

Record 6
The following is a DFT calculation (wB97M-V/def2-TZVPD) of a structure of composition C3H7AsF6KNO6.

Last column: Mulliken charge in e.
Atoms and positions in Å:
K  -17.84051  -6.87007  0.57504  0.918
As  -12.71828  -3.71033  -0.55830  1.994
F  -13.10443  -2.86961  1.02846  -0.521
F  -14.21925  -2.99601  -1.26448  -0.496
F  -12.42343  -4.52438  -2.17215  -0.501
F  -11.21300  -4.32225  0.24104  -0.500
F  -13.47443  -5.19630  0.03142  -0.475
F  -11.83639  -2.30444  -1.27643  -0.503
O  -21.25737  -7.11694  -2.57574  -0.479
C  -20.23855  -7.28781  -3.41966  0.652
O  -20.49265  -8.01610  -4.37815  -0.762
O  -19.19550  -6.68573  -3.29705  -0.697
H  -21.82977  -7.56780  -3.20080  0.303
C  -13.91505  -10.34008  -0.38836  -0.602
O  -15.29056  -10.19651  -0.76162  -0.863
H  -13.59405  -11.37507  -0.27067  0.190
H  -13.29540  -9.82059  -1.11930  0.175
H  -13.61111  -9.81054  0.51458  0.161
C  -22.86539  -8.98838  2.41295  -0.697
N  -21.59553  -9.79041  2.53754  0.771
O  -21.50774  -10.51696  3.57786  -0.498
O  -20.85531  -9.69834  1.55083  -0.438
H  -23.76121  -9.60272  2.50340  0.274
H  -22.90539  -8.50236  1.43812  0.322
H  -22.93696  -8.24868  3.21033  0.270

Its HOMO energy is -0.431 eV. The total charge is -2.

***

no.,largest force on an atom (eV/A)
1,3.87
2,1.92
3,4.78
4,1.53
5,5.14
6,3.73